C39H55O6 | wB97M-V/def2-TZVPD

Results
**Total energy**: -1970.27711 hartree
**E_HOMO**: -0.0478 hartree
**Net charge**: -1
**Largest force on an atom**: 1.45 eV/A

Cartesian coordinates (Å):
C (-1.467, -4.547, 7.642)
C (-2.901, -4.082, 7.317)
C (-3.225, -4.070, 5.812)
C (-4.038, -5.296, 5.376)
C (-3.437, -6.013, 4.156)
C (-4.325, -6.167, 2.905)
C (-5.234, -5.020, 2.482)
C (-4.529, -3.774, 1.868)
C (-4.799, -2.418, 2.544)
C (-5.311, -1.347, 1.554)
C (-4.599, -1.217, 0.199)
C (-3.378, -0.289, 0.045)
C (-2.209, -0.350, 1.044)
C (-2.304, 0.847, 2.016)
C (-1.663, 0.682, 3.395)
C (-0.361, -0.084, 3.391)
C (0.811, 0.742, 2.894)
C (2.103, -0.093, 3.004)
C (2.546, -0.634, 1.628)
C (3.167, -2.035, 1.732)
C (2.471, -3.047, 0.840)
H (-0.876, -4.632, 6.724)
H (-0.965, -3.772, 8.226)
H (-3.662, -4.663, 7.839)
H (-3.011, -3.050, 7.669)
H (-3.834, -3.192, 5.634)
H (-2.315, -4.042, 5.244)
H (-3.962, -5.977, 6.211)
H (-5.091, -5.071, 5.264)
H (-3.233, -7.026, 4.481)
H (-2.477, -5.611, 3.873)
H (-3.656, -6.310, 2.062)
H (-4.885, -7.090, 2.991)
H (-5.821, -5.423, 1.661)
H (-5.949, -4.727, 3.237)
H (-3.459, -3.954, 1.876)
H (-4.813, -3.745, 0.827)
H (-5.601, -2.575, 3.255)
H (-3.972, -2.062, 3.126)
H (-5.250, -0.379, 2.035)
H (-6.366, -1.536, 1.387)
H (-5.331, -0.788, -0.479)
H (-4.344, -2.183, -0.215)
H (-2.950, -0.542, -0.920)
H (-3.667, 0.752, -0.011)
H (-1.316, -0.192, 0.447)
H (-2.078, -1.305, 1.525)
H (-1.811, 1.691, 1.544)
H (-3.349, 1.107, 2.112)
H (-2.374, 0.302, 4.115)
H (-1.415, 1.679, 3.743)
H (-0.137, -0.338, 4.421)
H (-0.407, -1.021, 2.848)
H (0.627, 0.998, 1.850)
H (0.900, 1.670, 3.445)
H (2.874, 0.512, 3.453)
H (1.879, -0.942, 3.630)
H (3.268, 0.046, 1.198)
H (1.653, -0.673, 1.013)
H (4.198, -1.960, 1.412)
H (3.136, -2.410, 2.743)
H (2.534, -2.770, -0.205)
H (1.420, -3.124, 1.095)
H (2.924, -4.020, 0.987)
C (1.429, 1.361, -1.868)
C (0.280, 1.681, -1.279)
C (-0.931, 1.993, -2.079)
O (-1.974, 2.281, -1.541)
C (-0.815, 1.933, -3.557)
C (0.335, 1.614, -4.143)
C (1.544, 1.303, -3.343)
O (2.592, 1.012, -3.883)
H (2.324, 1.128, -1.304)
H (0.172, 1.726, -0.202)
H (-1.710, 2.161, -4.120)
H (0.444, 1.565, -5.219)
C (7.236, 4.774, -3.552)
C (7.521, 3.722, -2.791)
C (6.607, 2.552, -2.721)
O (6.868, 1.597, -2.026)
C (5.365, 2.602, -3.533)
C (5.083, 3.657, -4.294)
C (5.995, 4.822, -4.363)
O (5.739, 5.784, -5.060)
H (7.886, 5.637, -3.618)
H (8.421, 3.666, -2.192)
H (4.709, 1.743, -3.473)
H (4.183, 3.712, -4.893)
C (4.988, 6.598, -8.341)
C (3.839, 6.913, -7.748)
C (2.623, 7.218, -8.541)
O (1.575, 7.506, -8.006)
C (2.736, 7.158, -10.021)
C (3.885, 6.844, -10.613)
C (5.101, 6.538, -9.818)
O (6.147, 6.251, -10.360)
H (5.884, 6.373, -7.777)
H (3.740, 6.959, -6.671)
H (1.837, 7.384, -10.581)
H (3.989, 6.795, -11.689)

C39H56F5NO12 | wB97M-V/def2-TZVPD

Results
**SMILES**: COCCCCCC[C@@]1(N)CO[C@H](C(F)(F)c2cccc(C(F)(F)F)c2)C1.O=C1CCCO1.O=C1CCCO1.O=C1CCCO1.O=C1CCCO1.O=C1CCCO1
**Total energy**: -2976.10141 hartree
**E_HOMO**: -0.3200 hartree
**Largest force on an atom**: 4.87 eV/A

Cartesian coordinates (Å):
C (1.788, -5.267, 4.175)
O (1.049, -6.233, 3.347)
C (0.210, -5.576, 2.333)
C (0.963, -5.428, 0.848)
C (1.989, -4.154, 0.961)
C (2.689, -3.721, -0.481)
C (4.104, -2.932, -0.225)
C (3.986, -1.300, -0.140)
C (2.963, -0.748, 1.019)
N (1.592, -0.767, 0.381)
C (3.188, -1.351, 2.526)
O (2.227, -0.645, 3.388)
C (2.151, 0.737, 2.822)
C (0.675, 1.449, 2.768)
F (0.468, 2.074, 4.127)
F (0.617, 2.566, 1.767)
C (-0.584, 0.424, 2.539)
C (-1.080, -0.710, 3.664)
C (-2.403, -1.655, 3.329)
C (-3.286, -1.536, 1.919)
C (-2.773, -0.433, 0.802)
C (-3.623, -0.318, -0.623)
F (-3.548, 1.022, -1.254)
F (-5.061, -0.622, -0.325)
F (-3.147, -1.340, -1.604)
C (-1.464, 0.494, 1.149)
C (3.089, 0.865, 1.444)
H (1.265, -4.202, 4.249)
H (1.917, -5.640, 5.297)
H (2.900, -5.074, 3.787)
H (-0.773, -6.246, 2.233)
H (-0.149, -4.496, 2.616)
H (1.511, -6.442, 0.554)
H (0.171, -5.140, 0.003)
H (1.403, -3.217, 1.374)
H (2.891, -4.422, 1.694)
H (2.977, -4.755, -1.004)
H (1.950, -3.189, -1.220)
H (4.653, -3.427, 0.692)
H (4.791, -3.166, -1.171)
H (3.779, -0.807, -1.206)
H (5.070, -0.904, 0.164)
H (1.701, -1.108, -0.620)
H (1.208, 0.217, 0.249)
H (3.409, -2.487, 2.688)
H (4.212, -0.829, 2.840)
H (2.701, 1.368, 3.665)
H (-0.512, -0.845, 4.682)
H (-2.820, -2.453, 4.108)
H (-4.244, -2.202, 1.714)
H (-1.122, 1.277, 0.342)
H (2.787, 1.668, 0.646)
H (4.121, 1.228, 1.879)
O (-1.177, 7.147, -2.369)
C (-1.670, 6.036, -2.475)
C (-2.375, 5.289, -1.384)
C (-2.411, 3.885, -1.933)
C (-2.437, 4.113, -3.421)
O (-1.690, 5.311, -3.632)
H (-3.380, 5.703, -1.260)
H (-1.817, 5.340, -0.447)
H (-3.259, 3.296, -1.573)
H (-1.491, 3.359, -1.654)
H (-3.453, 4.264, -3.801)
H (-1.973, 3.288, -3.969)
O (-3.277, -5.726, 1.721)
C (-3.770, -6.837, 1.614)
C (-4.475, -7.583, 2.705)
C (-4.511, -8.987, 2.156)
C (-4.537, -8.759, 0.668)
O (-3.790, -7.562, 0.457)
H (-5.480, -7.169, 2.830)
H (-3.917, -7.533, 3.642)
H (-5.359, -9.576, 2.517)
H (-3.591, -9.514, 2.435)
H (-5.553, -8.608, 0.288)
H (-4.073, -9.584, 0.120)
O (3.472, 2.735, -2.654)
C (2.971, 3.774, -3.051)
C (3.706, 4.890, -3.730)
C (2.718, 6.025, -3.634)
C (1.393, 5.309, -3.628)
O (1.639, 4.065, -2.973)
H (3.903, 4.608, -4.768)
H (4.637, 5.123, -3.208)
H (2.810, 6.754, -4.442)
H (2.858, 6.554, -2.683)
H (1.026, 5.105, -4.639)
H (0.629, 5.869, -3.080)
O (5.334, -1.119, -3.722)
C (4.333, -0.911, -4.388)
C (4.005, 0.374, -5.086)
C (2.539, 0.202, -5.394)
C (2.405, -1.291, -5.535)
O (3.367, -1.843, -4.637)
H (4.606, 0.450, -5.996)
H (4.180, 1.233, -4.433)
H (2.211, 0.750, -6.281)
H (1.942, 0.550, -4.542)
H (2.635, -1.635, -6.549)
H (1.404, -1.639, -5.262)
O (-4.558, 6.205, 0.204)
C (-4.075, 6.498, 1.285)
C (-4.499, 7.652, 2.143)
C (-3.349, 7.766, 3.111)
C (-2.846, 6.349, 3.195)
O (-3.089, 5.786, 1.906)
H (-5.434, 7.396, 2.650)
H (-4.617, 8.562, 1.550)
H (-3.634, 8.180, 4.082)
H (-2.572, 8.411, 2.684)
H (-3.387, 5.759, 3.942)
H (-1.776, 6.308, 3.418)

C39H56InN3PSSe4 | wB97M-V/def2-TZVPD

Results
**Total energy**: -12218.42402 hartree
**E_HOMO (spin up / spin down)**: -0.5645 / -0.5640 hartree
**Net charge**: +3
**Largest force on an atom**: 1.75 eV/A

Cartesian coordinates (Å):
In (0.734, 0.706, -1.009)
C (-3.734, 2.197, -3.464)
Se (-1.997, 1.373, -3.133)
C (-2.581, -0.511, -2.905)
C (-1.857, -1.474, -3.818)
Se (0.113, -1.473, -3.607)
C (0.404, -3.383, -3.858)
H (-4.393, 2.068, -2.608)
H (-4.161, 1.737, -4.353)
H (-3.566, 3.255, -3.649)
H (-3.650, -0.530, -3.129)
H (-2.431, -0.777, -1.854)
H (-2.051, -1.227, -4.864)
H (-2.183, -2.502, -3.635)
H (-0.025, -3.664, -4.819)
H (-0.070, -3.945, -3.057)
H (1.476, -3.567, -3.859)
Se (2.696, 2.266, 1.749)
Se (4.129, 2.107, -0.052)
C (4.239, 0.176, -0.054)
C (5.465, -0.457, 0.089)
C (5.474, -1.841, 0.180)
C (4.269, -2.529, 0.121)
C (3.105, -1.800, -0.064)
N (3.089, -0.476, -0.151)
C (1.607, 3.726, 1.040)
C (1.829, 5.046, 1.392)
C (0.995, 6.008, 0.836)
C (-0.022, 5.608, -0.019)
C (-0.156, 4.260, -0.305)
N (0.654, 3.338, 0.210)
H (6.379, 0.116, 0.145)
H (6.402, -2.373, 0.312)
H (4.227, -3.602, 0.220)
H (2.135, -2.276, -0.138)
H (2.621, 5.316, 2.073)
H (1.140, 7.052, 1.072)
H (-0.695, 6.329, -0.455)
H (-0.929, 3.885, -0.967)
C (1.150, -0.668, 5.557)
C (1.032, 0.658, 4.818)
C (-0.084, 0.594, 3.767)
C (-0.220, -0.809, 3.168)
C (1.137, -1.511, 3.164)
C (1.613, -1.773, 4.602)
P (-0.939, -0.750, 1.443)
C (-1.633, -2.433, 0.979)
C (-0.593, -3.260, 0.214)
C (-1.106, -4.687, 0.046)
C (-1.177, -5.410, 1.400)
C (-1.378, -4.426, 2.555)
C (-2.254, -3.259, 2.125)
C (-2.462, 0.322, 1.362)
C (-3.556, -0.087, 2.362)
C (-4.559, 1.064, 2.544)
C (-4.738, 1.853, 1.255)
C (-3.427, 2.572, 0.896)
C (-2.209, 1.821, 1.457)
H (0.181, -0.922, 5.992)
H (1.855, -0.574, 6.379)
H (1.992, 0.888, 4.341)
H (0.819, 1.463, 5.521)
H (0.149, 1.320, 2.978)
H (-1.026, 0.886, 4.230)
H (-0.913, -1.415, 3.763)
H (1.857, -0.877, 2.637)
H (1.080, -2.462, 2.634)
H (2.703, -1.833, 4.604)
H (1.237, -2.735, 4.952)
H (-2.430, -2.178, 0.269)
H (0.351, -3.284, 0.761)
H (-0.411, -2.792, -0.763)
H (-0.463, -5.246, -0.633)
H (-2.100, -4.648, -0.404)
H (-0.273, -5.995, 1.571)
H (-2.005, -6.117, 1.376)
H (-0.417, -4.062, 2.925)
H (-1.861, -4.940, 3.388)
H (-2.504, -2.640, 2.986)
H (-3.193, -3.676, 1.756)
H (-2.823, 0.132, 0.340)
H (-3.131, -0.337, 3.334)
H (-4.074, -0.968, 1.983)
H (-4.229, 1.746, 3.328)
H (-5.510, 0.634, 2.856)
H (-5.534, 2.586, 1.383)
H (-5.045, 1.176, 0.453)
H (-3.442, 3.579, 1.313)
H (-3.343, 2.664, -0.191)
H (-2.061, 2.110, 2.495)
H (-1.310, 2.088, 0.893)
S (2.747, 4.314, -4.049)
C (2.061, 3.215, -2.918)
N (2.070, 1.955, -3.224)
C (2.658, 1.761, -4.453)
C (2.859, 0.550, -5.117)
C (3.450, 0.557, -6.365)
C (3.860, 1.745, -6.969)
C (3.690, 2.955, -6.325)
C (3.094, 2.953, -5.072)
H (1.652, 3.594, -1.999)
H (2.552, -0.376, -4.651)
H (3.599, -0.373, -6.893)
H (4.309, 1.719, -7.950)
H (3.999, 3.881, -6.784)